1.
15
Properties=species:S:1:pos:R:3:forces:R:3 method="wB97M-V/def2-TZVPD" de_lowest_ev=11.078 homo_energy_ev="-12.60 / -12.60" total_charge=+1
C 1.55483 0.27970 0.09305 -2.0 1.0 0.4
C 0.33737 0.41696 -0.97273 1.3 1.2 1.3
C -0.43453 -0.49371 -0.04991 -1.6 -0.7 0.0
N -0.65910 1.50892 -0.54254 1.2 0.2 -0.9
N -1.18712 0.73706 0.41087 -0.6 -0.3 0.1
N -1.59512 -2.14271 -0.33537 2.2 0.4 0.5
N 0.80691 -0.83968 0.79568 0.3 -3.0 -4.6
O -0.76629 2.68754 -0.84080 -0.3 -1.2 0.6
O -2.06433 0.98472 1.26319 1.2 -0.5 -0.8
O -2.63584 -1.85774 -0.55033 -1.7 0.5 -0.4
H 2.45887 0.21417 -0.40946 1.9 -1.8 -0.7
H 1.79841 0.95902 0.89796 -0.8 1.1 -0.2
H 0.67987 0.30635 -2.03776 -1.0 0.2 1.1
H 1.06770 -1.86794 0.54099 -0.2 2.2 0.2
H 0.63837 -0.89266 1.73716 -0.1 0.7 3.4

2.
7
Properties=species:S:1:pos:R:3:forces:R:3 method="wB97M-V/def2-TZVPD" de_lowest_ev=2.330 homo_energy_ev=-3.83 total_charge=-1
C 0.10356 0.47129 -0.36103 -2.8 -2.1 -1.1
C -0.28323 -0.60144 1.68450 0.1 2.4 0.3
O -0.50806 -1.65405 1.27940 -0.4 -2.4 -0.4
O -0.13056 0.27727 2.45680 0.2 -0.1 0.0
O 0.30125 0.52615 -3.06935 -1.4 -0.9 1.5
S -0.50036 0.04529 -1.80824 2.7 2.0 0.1
H 1.01739 0.93549 -0.18209 1.7 1.2 -0.4

3.
101
Properties=species:S:1:pos:R:3:forces:R:3 method="wB97M-V/def2-TZVPD" de_lowest_ev=0.000 homo_energy_ev=-6.06 total_charge=-1
Hg -0.51167 -4.44575 0.75425 1.8 -0.7 0.3
N -4.62758 -2.02402 0.14472 -0.2 0.3 -0.5
H -4.19985 -2.99238 0.25274 -0.2 0.3 0.0
H -3.83808 -1.36926 0.32029 0.0 0.1 0.2
H -5.45259 -1.87002 0.71660 0.4 0.0 0.5
H -4.94930 -1.84619 -0.80626 0.4 -0.2 -0.1
B 1.94496 -4.25220 0.10512 -0.6 0.7 0.1
H 2.94426 -4.44407 -0.44008 1.0 -0.7 -0.9
H 1.40967 -5.26182 0.38599 -0.5 -2.0 0.5
H 2.05963 -3.61934 1.05862 0.3 0.7 1.0
H 1.21875 -3.69489 -0.62956 -0.9 1.1 -1.3
B -2.88660 -4.25603 0.90083 0.3 0.7 -0.4
H -4.02584 -4.40183 0.98433 -1.4 -0.7 0.4
H -2.69022 -3.59279 -0.03105 0.2 1.0 -1.3
H -2.35104 -3.78257 1.80269 -0.3 1.0 1.4
H -2.38363 -5.27025 0.66309 0.4 -2.1 -0.5
B 0.20597 -4.82537 3.06859 0.6 -0.7 0.2
H 0.42646 -3.75252 2.69777 0.4 1.5 -0.3
H 0.14736 -4.86075 4.22167 -0.5 0.3 1.4
H -0.80550 -5.27552 2.69461 -1.6 -0.8 -0.4
H 1.02565 -5.58341 2.77122 1.2 -0.7 -0.5
C 0.34597 0.23107 -0.22332 -0.4 0.5 0.5
F -0.28246 1.38270 -0.54811 -0.2 0.0 -0.2
F 0.74801 -0.34904 -1.34071 -0.1 -0.4 -0.1
F 1.42791 0.59392 0.46399 -0.3 -0.5 0.3
S -0.90326 -0.81346 0.75048 -0.1 -0.8 1.4
O -1.07444 -0.11286 2.01738 0.5 0.0 -0.8
O -2.13878 -0.79720 -0.02727 -0.2 0.6 -0.9
O -0.32788 -2.14417 0.83172 0.2 1.9 -0.2
C -1.89379 0.63956 -4.42679 -0.6 0.9 1.3
C -0.43039 0.46154 -4.05948 -0.6 -0.5 -1.1
C -0.03602 -1.01869 -4.15687 -0.2 0.8 0.5
O 0.31012 1.26203 -4.99971 0.2 -0.1 0.4
H -2.55473 0.23609 -3.65160 0.1 -0.8 -0.4
H -2.15404 0.31910 -5.43488 0.0 -0.2 0.1
H -2.15210 1.69622 -4.29748 0.2 0.1 -0.6
H -0.29980 0.87294 -3.06252 0.4 0.0 -0.1
H -0.63221 -1.53308 -3.40181 0.1 -0.3 -0.1
H 1.01912 -1.18899 -3.95883 0.0 0.1 0.0
H -0.27274 -1.39399 -5.15435 -0.1 -0.1 0.0
H 0.05421 0.91982 -5.86328 0.3 0.2 -0.1
C 3.46268 -1.43885 -2.78029 1.6 0.5 -0.9
C 4.21772 -1.81791 -4.09492 -0.6 0.4 0.8
C 5.72072 -1.56006 -4.03340 -0.3 -0.2 2.1
O 3.94896 -3.19688 -4.31556 0.3 0.1 -0.7
H 3.25166 -0.36893 -2.83380 -0.3 -0.1 0.4
H 4.15923 -1.60425 -1.95392 -0.3 -0.1 0.3
H 2.58282 -2.06258 -2.67958 -0.1 0.1 0.1
H 3.79371 -1.17171 -4.86937 -0.2 -0.7 -0.5
H 6.04158 -2.09102 -3.12276 0.2 -0.5 -0.3
H 5.93655 -0.55015 -3.67306 0.0 0.3 -0.9
H 6.31332 -1.91577 -4.86905 -0.1 0.3 -0.2
H 4.30885 -3.64093 -3.53674 -0.2 -0.2 -0.1
C -5.11543 3.53793 -0.49977 0.4 0.3 -0.2
C -4.06468 2.47884 -0.09964 -0.9 2.0 0.6
C -4.03899 2.21513 1.41427 0.3 -0.3 -0.4
O -4.32418 1.28924 -0.82447 1.2 0.0 0.2
H -6.13560 3.22146 -0.28283 0.0 0.0 0.2
H -5.07639 3.83780 -1.55132 0.1 -0.7 -0.2
H -4.90748 4.51219 -0.04764 -0.1 -0.3 0.6
H -3.09172 2.91921 -0.34830 0.1 -0.3 -0.4
H -3.09837 1.74842 1.72082 0.0 -0.3 -0.2
H -4.84797 1.51352 1.62415 -0.1 0.3 0.4
H -4.07468 3.12788 2.00969 -0.4 0.0 -0.1
H -3.43453 0.91103 -0.74024 -0.3 -1.0 -0.4
C -0.73723 3.52368 4.36751 -1.6 0.4 -0.4
C 0.15178 4.19646 3.35159 0.6 -0.1 -0.6
C -0.13634 3.60864 1.96801 -0.9 -0.1 0.1
O -0.13516 5.59726 3.31174 -0.3 0.2 0.4
H -1.75868 3.88327 4.16718 0.1 0.2 -0.2
H -0.63452 3.78184 5.41983 0.8 -0.3 0.0
H -0.86264 2.46549 4.13663 0.6 -0.2 0.5
H 1.21343 4.09672 3.60320 0.0 -0.3 0.1
H 0.18357 4.25260 1.14839 0.4 -0.1 0.1
H -1.22974 3.57745 1.89089 0.0 0.0 -0.1
H 0.17923 2.57710 1.81704 0.4 0.1 0.1
H 0.57345 6.03147 2.83056 0.0 0.0 0.0
C -1.02284 -1.74889 5.43774 -1.7 0.5 0.9
C -0.18156 -0.48103 5.55207 0.6 -0.5 -0.2
C 0.76096 -0.56511 6.77129 -0.3 -0.3 -0.8
O 0.58268 -0.34816 4.36283 0.5 0.7 0.4
H -1.97924 -1.48959 5.91994 0.0 -0.4 0.3
H -0.62654 -2.61435 5.96478 0.3 0.0 -0.2
H -1.35075 -2.03517 4.44010 0.6 0.1 -0.3
H -0.81368 0.39824 5.72184 -0.2 0.1 -0.3
H 1.49873 0.23582 6.77563 0.0 0.0 -0.1
H 1.25042 -1.53670 6.69693 0.3 0.1 0.2
H 0.18255 -0.51812 7.69411 0.0 -0.1 0.0
H -0.01284 -0.20854 3.61305 0.0 -0.2 0.0
C 4.61995 3.65075 -3.58131 0.9 0.2 0.4
C 3.47801 2.65544 -3.49896 0.7 -0.7 1.8
C 2.84997 2.61654 -2.09183 -1.0 1.4 -0.5
O 2.53524 2.95073 -4.47129 -0.3 0.3 -0.7
H 5.42099 3.38758 -2.88148 -0.1 -0.4 0.0
H 4.39972 4.67398 -3.26532 -0.6 0.0 -0.3
H 5.10240 3.68315 -4.55879 -0.3 0.0 -0.1
H 3.89376 1.63518 -3.54355 0.2 0.1 -1.0
H 2.16997 1.77185 -1.98356 0.2 -0.2 0.0
H 2.20527 3.50592 -2.07190 0.0 0.0 0.3
H 3.51766 2.70135 -1.23661 0.3 -0.3 -0.2
H 1.77072 2.35104 -4.48335 0.2 -0.1 0.1

4.
23
Properties=species:S:1:pos:R:3:forces:R:3 method="wB97M-V/def2-TZVPD" smiles=Cc1ccccc1.CC de_lowest_ev=0.585 homo_energy_ev=-9.05 total_charge=0
C -0.57696 -0.19494 -2.81028 -0.3 -0.2 0.3
C -0.30271 0.42199 -1.45738 0.2 -1.5 -0.1
C 0.94802 0.98190 -1.22174 -1.0 1.5 -0.2
C 1.13610 1.78602 -0.09443 -0.2 -0.8 -0.4
C 0.15220 1.83088 0.87352 0.0 0.5 0.2
C -1.05334 1.16837 0.69956 0.5 -0.9 0.2
C -1.24434 0.38360 -0.43315 -0.3 1.1 0.4
H 0.35747 -0.38764 -3.33579 -0.1 0.3 -0.2
H -1.24162 0.47587 -3.35756 0.3 0.1 -0.3
H -1.11578 -1.14580 -2.77912 0.1 0.0 0.3
H 1.59998 1.04986 -2.07616 0.5 -0.2 0.1
H 2.01176 2.39273 0.00940 0.5 0.0 0.1
H 0.33872 2.41014 1.76473 -0.1 0.1 0.1
H -1.78298 1.13677 1.50236 0.0 0.2 -0.1
H -2.19040 -0.13520 -0.48507 0.0 -0.2 -0.5
C 0.62035 -3.05744 1.70305 -1.0 0.1 -0.3
C 0.26290 -1.67192 2.21760 -1.4 0.7 1.0
H 0.04060 -3.28925 0.80340 0.5 0.2 -0.3
H 1.67974 -3.24584 1.55725 0.0 0.0 0.0
H 0.19208 -3.76805 2.40981 0.4 -0.2 0.2
H 0.30876 -1.65050 3.31269 0.5 0.1 -0.1
H -0.79793 -1.42939 2.06682 -0.1 -0.6 -0.2
H 0.66405 -0.73792 1.83542 1.0 -0.4 -0.3

5.
53
Properties=species:S:1:pos:R:3:forces:R:3 method="wB97M-V/def2-TZVPD" smiles="CCn1c2ccccc2c2cc(NC(=O)COC(=O)c3cc(S(N)(=O)=O)c(Cl)cc3Cl)ccc21" de_lowest_ev=0.000 homo_energy_ev=-7.60 total_charge=0
C 1.18155 0.60160 -6.92402 -0.2 -0.1 0.1
C 0.14839 -0.30316 -6.25323 0.2 0.2 -0.3
N 0.48134 -0.56162 -4.87838 -0.1 -0.2 -0.1
C 1.28553 -1.57906 -4.42393 0.2 -0.2 0.5
C 1.89618 -2.60981 -5.12591 0.0 0.0 -0.2
C 2.65198 -3.51998 -4.41300 0.0 0.0 -0.1
C 2.80617 -3.41637 -3.03197 0.1 -0.1 0.2
C 2.20600 -2.39319 -2.32651 -0.1 0.0 -0.1
C 1.44113 -1.46529 -3.02099 0.1 -0.2 -0.4
C 0.70212 -0.30051 -2.62753 -0.3 0.3 -0.2
C 0.48490 0.32178 -1.40817 -0.1 0.1 -0.2
C -0.29078 1.47235 -1.37421 0.0 -0.1 -0.3
N -0.48766 2.07857 -0.12181 0.3 -0.4 0.3
C -1.14995 3.21012 0.18358 0.1 -0.1 0.7
O -1.71704 3.95378 -0.58512 -0.1 0.2 -0.1
C -1.12151 3.55002 1.68546 -0.5 0.6 -0.3
O -0.62412 2.50040 2.50907 0.3 0.1 0.0
C -1.49604 1.87693 3.30766 -0.4 -0.1 0.1
O -2.66677 2.13996 3.37382 0.1 0.0 0.0
C -0.85856 0.83381 4.16820 0.1 -0.2 0.2
C -1.50473 0.55973 5.37448 -0.1 0.1 -0.2
C -1.01253 -0.37585 6.25433 -0.2 0.0 0.5
S -1.85443 -0.65206 7.81670 -0.1 -0.5 0.0
N -2.31981 -2.24948 7.64277 0.2 0.7 0.0
O -3.01904 0.17473 7.83989 -0.2 0.0 -0.4
O -0.90546 -0.56484 8.88125 0.0 -0.1 -0.1
C 0.13961 -1.08481 5.94514 -0.1 0.3 -0.4
Cl 0.72836 -2.25115 7.03264 0.6 -0.5 0.0
C 0.79620 -0.84360 4.74635 -0.1 0.0 0.2
C 0.30171 0.11296 3.86954 -0.4 0.1 0.5
Cl 1.16048 0.33004 2.40661 0.5 -0.2 -0.4
C -0.84527 1.99497 -2.54758 -0.1 0.1 0.0
C -0.63721 1.38390 -3.76731 0.1 -0.1 -0.1
C 0.13598 0.23192 -3.81103 0.0 0.1 0.6
H 2.16365 0.13512 -6.89716 0.1 0.0 0.0
H 0.90701 0.78226 -7.95982 0.0 0.1 -0.1
H 1.23905 1.55518 -6.40445 0.0 0.1 0.0
H 0.08806 -1.25905 -6.78060 -0.1 0.1 0.1
H -0.83887 0.16556 -6.28794 0.0 -0.1 0.0
H 1.79209 -2.70379 -6.19647 0.0 0.0 -0.1
H 3.13700 -4.32970 -4.93825 0.0 -0.1 0.0
H 3.40646 -4.14821 -2.51221 0.0 -0.1 0.0
H 2.32695 -2.31047 -1.25673 0.0 0.0 0.1
H 0.91506 -0.08066 -0.50265 0.0 0.0 0.1
H -0.04018 1.59597 0.64875 -0.2 0.2 -0.1
H -0.46375 4.41269 1.82573 -0.1 -0.1 0.0
H -2.13735 3.81779 1.99344 0.2 0.0 -0.1
H -2.40894 1.09261 5.62854 -0.1 0.1 -0.1
H -1.98591 -2.84131 8.38631 0.2 0.0 0.2
H -3.31328 -2.33972 7.50726 -0.2 0.1 -0.1
H 1.68637 -1.39967 4.49749 0.0 0.0 0.0
H -1.43917 2.89099 -2.48823 0.0 0.0 0.0
H -1.07103 1.80758 -4.65982 0.0 0.1 -0.1

6.
14
Properties=species:S:1:pos:R:3:forces:R:3 method="wB97M-V/def2-TZVPD" smiles="CC1=C(C)SPS1" de_lowest_ev=1.736 homo_energy_ev=-7.51 total_charge=0
C -0.85389 1.51399 -0.13710 -3.1 -1.1 4.1
C 0.29029 0.64154 0.07939 0.7 -2.4 -0.6
C 0.22838 -0.71401 0.23555 -0.1 1.7 -0.5
C -1.10664 -1.44557 0.37200 0.3 2.7 -0.1
S 1.58108 -1.77324 0.24225 2.0 1.2 0.2
P 3.23852 0.12530 -0.37649 -1.8 -2.2 0.2
S 1.79163 1.55933 -0.06861 0.3 0.4 0.7
H -0.64122 2.47498 0.25845 0.2 1.5 -0.9
H -1.70514 1.27510 0.69694 1.7 0.0 -1.8
H -1.35180 1.34957 -1.05742 -0.2 0.7 -1.2
H -0.91438 -2.46849 0.17540 -0.6 -0.9 -0.6
H -1.83145 -0.84560 -0.27725 0.6 -1.6 0.8
H -1.37487 -1.34456 1.42029 -0.5 -0.1 0.1
H 2.64947 -0.34834 -1.56340 0.5 0.2 -0.5

Please write out number 4 again, unchanged.
23
Properties=species:S:1:pos:R:3:forces:R:3 method="wB97M-V/def2-TZVPD" smiles=Cc1ccccc1.CC de_lowest_ev=0.585 homo_energy_ev=-9.05 total_charge=0
C -0.57696 -0.19494 -2.81028 -0.3 -0.2 0.3
C -0.30271 0.42199 -1.45738 0.2 -1.5 -0.1
C 0.94802 0.98190 -1.22174 -1.0 1.5 -0.2
C 1.13610 1.78602 -0.09443 -0.2 -0.8 -0.4
C 0.15220 1.83088 0.87352 0.0 0.5 0.2
C -1.05334 1.16837 0.69956 0.5 -0.9 0.2
C -1.24434 0.38360 -0.43315 -0.3 1.1 0.4
H 0.35747 -0.38764 -3.33579 -0.1 0.3 -0.2
H -1.24162 0.47587 -3.35756 0.3 0.1 -0.3
H -1.11578 -1.14580 -2.77912 0.1 0.0 0.3
H 1.59998 1.04986 -2.07616 0.5 -0.2 0.1
H 2.01176 2.39273 0.00940 0.5 0.0 0.1
H 0.33872 2.41014 1.76473 -0.1 0.1 0.1
H -1.78298 1.13677 1.50236 0.0 0.2 -0.1
H -2.19040 -0.13520 -0.48507 0.0 -0.2 -0.5
C 0.62035 -3.05744 1.70305 -1.0 0.1 -0.3
C 0.26290 -1.67192 2.21760 -1.4 0.7 1.0
H 0.04060 -3.28925 0.80340 0.5 0.2 -0.3
H 1.67974 -3.24584 1.55725 0.0 0.0 0.0
H 0.19208 -3.76805 2.40981 0.4 -0.2 0.2
H 0.30876 -1.65050 3.31269 0.5 0.1 -0.1
H -0.79793 -1.42939 2.06682 -0.1 -0.6 -0.2
H 0.66405 -0.73792 1.83542 1.0 -0.4 -0.3